[1]
Molecular formula: C4H9NO
Method: DFT, ωB97M-V with the def2-TZVPD basis set

Positions of all 15 atoms, in Å:
C  1.8123  1.8661  -0.4105
C  1.4795  0.6242  -0.7246
C  0.4819  -0.1208  0.0538
C  0.5706  -0.2545  1.3882
N  -0.4219  -0.8888  -0.6773
H  2.7280  2.3869  -0.6459
H  1.0375  2.5430  -0.0343
H  1.9352  -0.0077  -1.5047
H  0.9727  0.6029  1.9292
H  0.1680  -1.0872  1.9631
H  -1.2754  -1.2528  -0.2704
H  -0.0460  -1.3407  -1.4956
O  -3.2015  -1.4230  0.0440
H  -3.3980  -0.6175  -0.4610
H  -2.8429  -1.0301  0.8459

The gap between HOMO and LUMO is 9.0 eV. As for the structure (SMILES): C=CC(=C)N.O. Its total charge is 0. For the lowest unoccupied orbital energy, the calculation gives 0.0316 hartree. The energy relative to the best compared isomer or geometry (same formula, charge and spin) is 65.9 kcal per mole. Its total energy is -287.72741 Ha.

---

[2]
Molecular formula: C5H37N3O11
Method: DFT, ωB97M-V with the def2-TZVPD basis set

Positions of all 56 atoms, in Å:
N  2.5603  0.4337  -1.3476
C  2.5723  0.1696  0.0770
C  1.6642  0.9385  1.0213
C  0.1054  0.9365  0.5919
C  -0.4646  -0.1401  -0.2654
N  -1.5212  -0.8777  0.4429
C  -2.2765  -1.7696  -0.6452
N  -1.3688  -2.4871  -1.5677
H  3.3301  0.9049  -1.8428
H  1.7688  0.8748  -1.6339
H  2.2202  -0.8410  0.2173
H  3.6226  0.3275  0.3905
H  1.7950  1.9795  1.0704
H  1.5497  0.6416  2.0067
H  -0.5139  1.1220  1.5076
H  0.0555  1.8208  -0.0866
H  -0.9131  0.3261  -1.1569
H  0.4038  -0.8910  -0.6708
H  -1.1530  -1.3185  1.3179
H  -2.9126  -2.4303  0.0489
H  -2.8086  -1.0091  -1.2261
H  -0.7104  -3.1305  -1.0841
H  -0.9810  -1.8565  -2.1430
O  -3.3206  1.8681  -0.5938
H  -2.6798  1.2732  -0.1131
H  -3.2499  1.6034  -1.4964
O  1.6970  -2.7949  -2.7955
H  1.6328  -1.8878  -2.4811
H  2.0746  -2.7430  -3.6707
O  -0.2940  2.3965  -2.9528
H  -0.1084  3.1290  -2.3212
H  -0.3717  2.8283  -3.8471
O  -2.5502  1.0906  2.4116
H  -2.3338  0.3743  1.7376
H  -2.2078  0.6170  3.1962
O  -0.3179  -0.6207  4.7151
H  -0.1316  -1.2745  5.4769
H  0.4257  -0.7479  4.0974
O  -2.4557  0.9550  -3.0103
H  -2.6584  1.4872  -3.8619
H  -1.5817  1.3990  -2.8350
O  -2.3409  3.4387  1.0022
H  -3.1073  3.1259  0.5405
H  -2.2124  2.8251  1.7058
O  0.6837  -5.2411  -2.0109
H  1.4012  -4.6581  -1.7981
H  0.3218  -4.7529  -2.7628
O  4.5790  -1.6846  2.6783
H  4.2021  -2.0945  3.4611
H  4.9265  -2.1883  1.8664
O  -0.6524  4.1374  -0.9520
H  -0.7586  4.9767  -1.2350
H  -1.3214  3.9238  -0.2194
O  1.9583  -1.6551  3.9006
H  2.1610  -1.8978  3.0307
H  2.5666  -0.9322  4.1144

The gap between HOMO and LUMO is 9.1 eV. As for the structure (SMILES): NCCCCNCN.O.O.O.O.O.O.O.O.O.O.O. Its total charge is 0. For the lowest unoccupied orbital energy, the calculation gives 0.0023 hartree. The energy relative to the best compared isomer or geometry (same formula, charge and spin) is 92.6 kcal per mole. Its total energy is -1204.50789 Ha.

---

[3]
Molecular formula: C4H15N4P
Method: DFT, ωB97M-V with the def2-TZVPD basis set

Positions of all 24 atoms, in Å:
C  -1.7932  2.0491  -0.0341
N  -0.4015  1.7614  -0.3499
P  0.0383  0.0891  -0.0965
N  0.2091  -0.5463  1.4944
C  0.7667  0.1676  2.6061
N  1.4383  -0.1836  -0.8958
C  2.5744  -0.9988  -0.4803
N  -1.1651  -1.0563  -0.6272
C  -1.3479  -0.9668  -2.0693
H  -1.8591  3.2354  -0.1595
H  -2.0301  2.0144  1.0958
H  -2.4428  1.3874  -0.6610
H  -0.7019  -0.9676  1.6435
H  1.2845  -0.5825  3.1692
H  1.5112  1.0627  2.2064
H  -0.0434  0.5924  3.2613
H  1.3656  0.3076  -1.7703
H  2.9764  -0.5342  0.5103
H  2.1413  -2.1246  -0.4686
H  3.4458  -0.8942  -1.1623
H  -1.9309  -0.7959  -0.1015
H  -1.5091  0.0858  -2.3459
H  -0.3440  -1.4031  -2.4707
H  -2.1827  -1.6990  -2.2940

The gap between HOMO and LUMO is 8.4 eV. As for the structure (SMILES): CN=P(NC)(NC)NC. Its total charge is 0. For the lowest unoccupied orbital energy, the calculation gives 0.0315 hartree. The energy relative to the best compared isomer or geometry (same formula, charge and spin) is 17.8 kcal per mole. Its total energy is -721.70296 Ha.

---

[4]
Molecular formula: C3H3NO2
Method: DFT, ωB97M-V with the def2-TZVPD basis set

Positions of all 9 atoms, in Å:
N  -2.6236  0.3519  0.2079
C  -1.5209  0.0666  0.2312
C  -0.1505  -0.0599  0.0082
O  0.1099  -1.7331  -0.0063
C  1.0919  0.7325  0.2220
O  0.4992  0.5980  -1.0408
H  -0.3718  -1.8766  -0.7696
H  0.9146  1.6257  0.7922
H  2.0513  0.2949  0.3552

The gap between HOMO and LUMO is 12.3 eV. As for the structure (SMILES): N#C[C@]1(O)CO1. Its total charge is 0. For the lowest unoccupied orbital energy, the calculation gives 0.0262 hartree. The energy relative to the best compared isomer or geometry (same formula, charge and spin) is 89.7 kcal per mole. Its total energy is -321.23466 Ha.

---

[5]
Molecular formula: C3H3ClF3N
Method: DFT, ωB97M-V with the def2-TZVPD basis set

Positions of all 11 atoms, in Å:
C  2.6387  -0.8723  -0.2616
C  -0.5766  0.4393  0.6404
C  -1.6967  -0.4969  0.1564
N  3.2349  -0.0687  -0.8382
F  -2.0289  -0.2356  -1.1763
F  -1.4187  -1.7758  0.2796
F  -2.8483  -0.3210  0.7082
Cl  -0.5612  2.0086  -0.1965
H  0.4400  -0.0977  0.4558
H  -0.7217  0.6949  1.6591
H  3.5385  0.7252  -1.4269

The gap between HOMO and LUMO is 12.0 eV. Its total charge is 0. For the lowest unoccupied orbital energy, the calculation gives 0.0259 hartree. The energy relative to the best compared isomer or geometry (same formula, charge and spin) is 24.7 kcal per mole. Its total energy is -930.61568 Ha.

---

[6]
Molecular formula: CH4ClP
Method: DFT, ωB97M-V with the def2-TZVPD basis set

Positions of all 7 atoms, in Å:
C  -0.7496  -0.0756  0.2755
P  0.6679  0.9509  -0.1658
Cl  2.2485  -0.3344  0.2614
H  -1.6731  0.4638  0.2885
H  -0.4108  -0.5525  1.1813
H  -0.7290  -0.9659  -0.3751
H  0.6461  0.5136  -1.4658

The gap between HOMO and LUMO (alpha / beta) is 6.1 / 7.8 eV. Its multiplicity is 3. Its total charge is 0. For the lowest unoccupied orbital energy (alpha / beta), the calculation gives 0.0323 / -0.1132 hartree. The energy relative to the best compared isomer or geometry (same formula, charge and spin) is 14.3 kcal per mole. Its total energy is -841.88167 Ha.

---

[7]
Molecular formula: C6H8NS
Method: DFT, ωB97M-V with the def2-TZVPD basis set

Positions of all 16 atoms, in Å:
C  -0.8460  -2.1398  -0.2344
C  -1.6558  -1.3357  -1.0177
C  -2.0436  -0.1578  -0.5229
C  0.0587  0.4680  1.2922
C  1.8364  1.4233  -0.0606
C  0.9939  0.2007  0.1896
N  -0.2193  -2.5492  0.6401
S  -1.5766  0.6970  0.9737
H  -2.1555  -1.8050  -1.9400
H  -2.9317  0.2995  -0.9480
H  0.3996  0.7547  2.2351
H  2.3857  1.5904  0.8906
H  1.2005  2.1869  -0.2787
H  2.4932  1.0815  -0.9754
H  1.7091  -0.6202  0.4702
H  0.3514  -0.0944  -0.7139

The gap between HOMO and LUMO (alpha / beta) is 8.4 / 8.4 eV. Its total charge is +1. For the lowest unoccupied orbital energy (alpha / beta), the calculation gives -0.2431 / -0.2431 hartree. The energy relative to the best compared isomer or geometry (same formula, charge and spin) is 51.7 kcal per mole. Its total energy is -685.98876 Ha.

---

Which value of energy relative to the best compared isomer or geometry (same formula, charge and spin) does entry 1 give?
65.9 kcal per mole

---

Which of these has the highest total charge?
C6H8NS